Computed, not measured: C24H32N6O4S2Sr as an isolated structure in a non-equilibrium geometry, with ωB97M-V/def2-TZVPD.

The molecular weight comes out at 620.31 g/mol. The value obtained for the HOMO energy is -13.58 eV. The value obtained for the energy above the lowest of the compared OMol25 structures with the same formula, charge and spin is 0.0 kJ/mol. The calculation puts the orbital gap at 6.7 eV. Its LUMO energy is -6.88 eV.

```
! RIJCOSX wB97M-V def2-TZVPD def2/J DEFGRID3
* xyz 2 1
Sr -2.449 -1.391 -1.426
S 1.035 -1.697 -1.102
C 1.387 -1.601 0.608
N 2.658 -1.652 0.917
C 3.150 -1.615 2.300
C 2.253 -0.760 3.140
N 0.868 -1.144 2.935
C 0.019 -1.006 4.139
C 0.463 -1.997 5.182
C 0.867 -1.570 6.443
C 1.269 -2.491 7.398
C 1.279 -3.844 7.093
C 0.878 -4.276 5.837
C 0.469 -3.357 4.885
C 0.350 -1.362 1.730
S -1.291 -1.296 1.454
C 3.744 -1.877 -0.055
C 4.549 -0.626 -0.297
C 5.905 -0.751 -0.567
C 6.672 0.374 -0.829
C 6.090 1.631 -0.813
C 4.735 1.759 -0.541
C 3.964 0.636 -0.289
H 4.164 -1.222 2.271
H 3.165 -2.648 2.659
H 2.369 0.302 2.905
H 2.483 -0.915 4.193
H -1.010 -1.151 3.831
H 0.123 0.021 4.498
H 0.855 -0.512 6.681
H 1.575 -2.151 8.378
H 1.592 -4.566 7.835
H 0.873 -5.332 5.605
H 0.136 -3.703 3.911
H 3.306 -2.278 -0.965
H 4.363 -2.660 0.390
H 6.372 -1.729 -0.572
H 7.727 0.267 -1.040
H 6.691 2.508 -1.010
H 4.278 2.739 -0.527
H 2.904 0.760 -0.093
N -4.845 -0.783 -2.608
C -4.369 0.437 -3.300
C -5.530 1.291 -3.839
C -5.268 2.742 -4.250
C -4.078 2.923 -5.208
N -2.826 2.766 -4.462
C -2.324 3.688 -3.649
N -2.757 4.950 -3.663
N -1.337 3.327 -2.824
C -3.427 1.173 -2.311
O -3.894 2.002 -1.541
O -2.203 0.774 -2.340
H -5.342 -1.362 -3.280
H -5.550 -0.489 -1.933
H -3.758 0.085 -4.137
H -6.340 1.298 -3.105
H -5.922 0.754 -4.710
H -5.092 3.351 -3.362
H -6.187 3.113 -4.708
H -4.072 3.892 -5.711
H -4.078 2.188 -6.009
H -2.312 1.898 -4.515
H -3.527 5.236 -4.238
H -2.450 5.598 -2.957
H -1.347 2.347 -2.542
H -1.047 3.979 -2.113
O -0.293 -2.621 -1.189
O -0.653 -2.372 -2.588
*
```